{
  "formula": "C5H11N3",
  "method": "ωB97M-V with the def2-TZVPD basis set",
  "orbital_gap_ev": 9.3,
  "mol_weight_g_mol": 113.2,
  "total_energy_ha": -361.21415,
  "smiles": "C=NC(=C)CN(C)N",
  "de_lowest_ev": 4.769,
  "symbols": ["C", "C", "C", "C", "C", "N", "N", "N", "H", "H", "H", "H", "H", "H", "H", "H", "H", "H", "H"],
  "positions_angstrom": [[-0.599, 2.308, -0.068], [-2.208, 0.447, -2.014], [-0.755, 0.966, -0.136], [0.689, -2.065, -0.041], [-0.074, -0.057, 1.172], [-1.855, 0.522, -0.830], [2.244, -0.271, 0.305], [1.012, -0.883, 0.881], [-1.059, 2.963, -0.758], [-0.036, 2.710, 0.717], [-3.371, 0.142, -2.166], [-1.786, 0.743, -2.989], [1.655, -2.475, -0.305], [0.248, -2.887, 0.519], [0.242, -1.785, -0.978], [0.019, 0.675, 2.045], [-0.911, -0.860, 1.334], [1.966, 0.587, -0.199], [2.964, -0.044, 0.973]],
  "forces_ev_per_angstrom": [[0.461, -2.053, -0.167], [-3.932, -0.301, -1.423], [0.701, 0.378, 2.140], [1.638, 0.797, 1.550], [-3.561, 0.738, -1.403], [0.430, -1.321, 0.734], [-2.004, 0.383, -0.497], [2.584, -1.166, -1.702], [-0.628, 0.553, -0.513], [0.989, 0.671, 0.860], [2.622, 0.425, 0.241], [0.850, -0.017, 0.618], [0.310, 0.107, -0.075], [-0.833, 0.366, -0.055], [-0.786, 0.174, -0.202], [0.198, -1.167, -1.222], [1.080, 1.996, 0.114], [0.264, -0.507, 0.360], [-0.382, -0.058, 0.641]]
}

{
  "formula": "C6H16O4",
  "method": "ωB97M-V with the def2-TZVPD basis set",
  "multiplicity": 2,
  "orbital_gap_ev": [3.2, 7.9],
  "mol_weight_g_mol": 152.2,
  "total_energy_ha": -539.07608,
  "de_lowest_ev": 0.310,
  "total_charge": -1,
  "symbols": ["C", "C", "C", "C", "C", "O", "C", "H", "H", "H", "H", "H", "H", "H", "H", "H", "H", "H", "H", "O", "H", "H", "O", "H", "H", "O"],
  "positions_angstrom": [[-0.637, 2.824, -1.573], [-1.210, 1.558, -0.991], [-1.093, 1.349, 0.341], [-1.368, 0.098, 1.009], [-0.673, -0.996, 0.526], [0.363, -0.882, -0.305], [-0.859, -2.395, 1.102], [-0.018, 3.273, -0.828], [-0.162, 2.622, -2.547], [-1.395, 3.542, -1.950], [-1.416, 0.635, -1.563], [-0.999, 2.242, 0.929], [-1.950, 0.135, 1.912], [0.798, 0.015, -0.464], [-1.727, -2.925, 0.770], [-0.598, -2.375, 2.171], [-0.051, -3.013, 0.675], [2.012, 1.738, 0.675], [2.526, 1.716, -0.758], [2.659, 1.282, 0.102], [0.368, -2.464, -2.044], [-0.635, -1.404, -2.276], [-0.574, -2.378, -2.231], [2.579, -0.715, 2.395], [1.599, -1.834, 2.263], [2.461, -1.646, 2.658]],
  "forces_ev_per_angstrom": [[-1.834, -0.471, -1.793], [0.684, -0.555, 0.568], [-1.118, 0.964, -0.528], [1.748, -1.305, -1.392], [-1.766, 1.310, 2.360], [1.502, 0.030, -1.141], [2.404, 0.251, -0.745], [0.735, 0.538, 0.103], [0.747, -0.135, 0.553], [0.008, -0.153, 0.701], [0.019, 0.845, -0.210], [0.351, 0.268, 0.471], [-0.318, -0.610, 0.128], [-0.977, -0.796, 0.954], [-0.893, 0.113, 0.432], [-0.924, -0.135, -0.039], [-0.084, 0.209, 0.017], [-0.031, 0.108, 0.086], [0.082, 0.174, -0.137], [-0.104, -0.327, 0.046], [-0.060, -0.175, 0.205], [-0.205, -0.682, 0.164], [0.003, 0.483, -0.703], [0.178, -0.317, 0.047], [0.143, -0.129, 0.010], [-0.288, 0.497, -0.158]]
}

{
  "formula": "C5H7BrN2",
  "method": "ωB97M-V with the def2-TZVPD basis set",
  "multiplicity": 3,
  "orbital_gap_ev": [8.7, 7.4],
  "mol_weight_g_mol": 175.0,
  "total_energy_ha": -2878.02394,
  "de_lowest_ev": 0.916,
  "symbols": ["C", "C", "C", "C", "C", "N", "N", "Br", "H", "H", "H", "H", "H", "H", "H"],
  "positions_angstrom": [[2.286, 1.536, -0.023], [0.079, 1.246, 0.473], [3.039, 0.423, -0.322], [-1.578, -1.703, -0.552], [-1.552, -0.371, -0.001], [1.172, 1.953, 0.392], [-0.230, 0.186, -0.205], [3.344, -0.974, 0.855], [2.900, 2.441, -0.227], [-0.751, 1.579, 1.146], [-0.815, -2.206, -0.074], [-1.356, -1.574, -1.716], [-2.393, -2.269, -0.381], [-1.846, -0.567, 1.005], [-2.298, 0.300, -0.370]],
  "forces_ev_per_angstrom": [[2.852, 2.616, -1.890], [-4.391, -2.897, 0.642], [-0.134, -1.605, 1.651], [1.898, 1.150, -5.275], [-0.012, 1.070, 0.761], [-0.401, 1.177, 0.937], [1.056, 0.949, 0.237], [-0.190, 0.006, -0.771], [0.242, -0.416, -0.336], [0.946, 0.468, -0.126], [2.067, -1.323, 0.508], [-0.406, -0.944, 2.353], [-3.237, -1.479, 0.327], [0.243, 0.755, 1.625], [-0.533, 0.472, -0.642]]
}

{
  "formula": "C5H10NO2",
  "method": "ωB97M-V with the def2-TZVPD basis set",
  "orbital_gap_ev": 9.4,
  "mol_weight_g_mol": 116.1,
  "total_energy_ha": -401.43426,
  "smiles": "C=CC[C@H]([NH3+])C(=O)O",
  "de_lowest_ev": 2.469,
  "total_charge": 1,
  "symbols": ["O", "C", "O", "C", "C", "C", "C", "N", "H", "H", "H", "H", "H", "H", "H", "H", "H", "H"],
  "positions_angstrom": [[-1.210, -1.165, 1.784], [-1.007, -0.177, 1.147], [-1.323, 1.021, 1.669], [-0.446, 0.086, -0.229], [1.145, 0.157, -0.337], [1.542, -0.531, -1.550], [2.697, -1.239, -1.622], [-1.097, 1.251, -0.759], [-1.799, 1.044, 2.574], [-0.790, -0.786, -0.880], [1.431, 1.231, -0.313], [1.716, -0.088, 0.511], [0.946, -0.357, -2.447], [2.962, -1.851, -2.426], [3.668, -1.297, -1.069], [-0.606, 1.495, -1.681], [-2.194, 1.100, -0.812], [-0.973, 2.133, -0.227]],
  "forces_ev_per_angstrom": [[0.642, -0.577, -1.334], [-0.774, 0.154, 2.459], [-1.069, 1.864, 1.529], [1.197, -3.454, 0.341], [-1.889, 2.659, 0.061], [2.976, -1.281, -0.687], [0.159, 0.757, 0.162], [-1.625, 2.357, -2.320], [1.233, -0.782, -1.953], [0.537, 1.054, 0.845], [-0.475, 0.057, -0.618], [0.078, -1.356, 1.348], [-0.079, -0.674, 0.123], [-0.467, -0.445, -2.010], [-1.688, 0.523, 1.135], [-1.523, -0.583, 0.964], [2.751, 0.506, -0.430], [0.014, -0.779, 0.384]]
}

{
  "formula": "C12H20N2O4",
  "method": "ωB97M-V with the def2-TZVPD basis set",
  "orbital_gap_ev": 10.6,
  "mol_weight_g_mol": 256.3,
  "total_energy_ha": -879.75704,
  "smiles": "CCCCC1([C@@H](C)OCC)C(=O)NC(=O)NC1=O",
  "de_lowest_ev": 0.089,
  "symbols": ["O", "O", "O", "O", "C", "C", "C", "N", "N", "C", "C", "C", "C", "C", "C", "C", "C", "C", "H", "H", "H", "H", "H", "H", "H", "H", "H", "H", "H", "H", "H", "H", "H", "H", "H", "H", "H", "H"],
  "positions_angstrom": [[-2.270, -3.937, -0.295], [-2.270, 0.246, -1.546], [0.591, -1.426, 1.811], [2.113, -0.607, -0.639], [-1.712, -2.841, -0.284], [-1.638, -0.574, -0.917], [-0.129, -1.464, 0.821], [-2.202, -1.828, -1.004], [-0.620, -2.715, 0.492], [4.212, -1.766, -0.750], [-1.947, 3.676, 1.628], [1.162, 1.046, -1.926], [2.847, -1.551, -1.383], [-1.805, 2.389, 2.480], [-1.698, 1.102, 1.615], [-0.518, 1.097, 0.581], [0.848, -0.300, -1.193], [-0.320, -0.279, -0.156], [-3.130, -1.905, -1.390], [-0.550, -3.404, 1.228], [4.695, -2.569, -1.307], [4.150, -2.073, 0.296], [4.788, -0.834, -0.835], [-2.293, 4.504, 2.229], [-2.672, 3.540, 0.831], [-0.958, 3.936, 1.233], [1.750, 0.824, -2.814], [1.697, 1.759, -1.318], [0.249, 1.524, -2.232], [2.312, -2.522, -1.376], [2.993, -1.253, -2.432], [-2.731, 2.307, 3.053], [-0.959, 2.419, 3.165], [-2.646, 0.995, 1.045], [-1.680, 0.254, 2.272], [0.428, 1.305, 1.122], [-0.645, 1.928, -0.106], [0.558, -1.000, -1.998]],
  "forces_ev_per_angstrom": [[0.031, 0.623, -0.151], [0.704, 1.319, 0.262], [-0.973, 0.807, -0.898], [-0.442, -0.642, 0.543], [-2.160, -4.642, 0.004], [-1.149, 1.102, -1.712], [2.719, 0.100, 1.751], [1.634, 0.806, 0.927], [0.365, 1.985, -0.101], [-0.162, 0.368, -0.211], [0.852, -0.683, 0.469], [-1.262, -0.567, 0.148], [0.188, -1.076, 0.297], [-0.560, -0.202, -1.038], [-0.301, 0.738, -1.138], [0.458, -0.702, 1.506], [1.027, 1.450, -1.276], [-1.397, -0.204, 0.402], [0.086, -0.086, -0.190], [0.198, -0.186, -0.140], [0.224, 0.125, 0.014], [-0.129, 0.144, -0.100], [0.040, -0.374, 0.131], [-0.010, 0.260, 0.267], [0.065, -0.103, -0.225], [-0.324, 0.143, -0.258], [0.065, -0.056, 0.025], [0.221, -0.115, 0.458], [-0.492, 0.262, -0.426], [0.013, 0.301, -0.146], [-0.224, 0.165, 0.112], [0.176, -0.195, 0.269], [-0.004, 0.244, 0.057], [0.411, 0.162, 0.183], [0.390, -0.561, 0.369], [-0.390, -0.228, -0.201], [-0.135, -0.293, -0.399], [0.247, -0.186, 0.415]]
}